[1]
83
Properties=species:S:1:pos:R:3:forces:R:3:lowdin_spin:R:1 method="wB97M-V/def2-TZVPD" homo_ev="-3.79 / -3.79" gap_ev="6.44 / 6.44" spin_multiplicity=5 charge=-1
H 3.106332 -2.786213 1.792024 -0.1 0.0 0.1 0.00
H 3.108547 3.025713 4.862083 -0.1 -0.1 0.2 0.00
N 2.591361 -3.111605 -1.435900 0.1 -0.5 -0.1 0.00
Cl -1.247767 1.489572 0.307746 -0.5 0.3 0.5 0.16
C 2.833841 -0.697032 2.229948 0.2 0.6 0.2 0.00
C 1.982921 5.199585 -3.298882 0.0 -0.2 0.2 0.00
C 2.550751 2.093660 4.678195 0.4 0.6 0.1 0.00
H -2.770922 -0.554228 1.081030 0.1 -0.2 0.2 0.00
H 0.670942 3.117064 -0.290256 0.2 0.2 -0.3 0.00
Cl -2.539776 -1.502208 -1.984379 -0.8 -0.7 -0.2 0.13
H 1.330078 0.029807 5.861773 0.1 -0.2 -0.1 0.00
O 0.775616 -1.854653 -0.816686 1.9 -0.2 -0.7 0.01
H -0.981893 2.586964 -2.413041 0.1 -0.1 -0.1 0.00
C -2.966993 -3.503224 2.745051 -0.1 0.1 0.1 0.00
H 3.213223 1.263815 4.955253 -0.3 0.2 -0.1 0.00
H -0.258647 -1.176836 -3.442532 0.3 -0.1 -0.4 0.00
H 0.489945 -1.509558 5.650103 0.2 0.0 0.2 0.00
H 4.272874 -3.567866 -2.619818 0.0 0.1 0.2 0.00
H -2.047918 2.142941 -4.693118 -0.1 -0.2 0.1 0.00
C 1.456140 5.861323 -2.179181 0.0 -0.1 -0.2 0.00
C 0.185438 0.781338 -2.725578 0.4 3.4 -1.2 0.01
C -2.047725 1.363803 -3.913526 -0.3 -0.2 -0.7 0.01
H 0.551126 5.617980 -0.219549 0.1 -0.1 -0.2 0.00
C 0.430211 -0.352513 -3.676171 -0.1 -0.8 -0.2 0.01
H 2.084165 -1.287877 4.920416 -0.2 0.2 0.1 0.00
H -1.528116 0.029663 4.808364 0.1 0.2 0.0 0.00
H 2.455277 3.252176 -4.173422 -0.1 0.3 0.2 0.00
C 4.030516 -3.241398 -1.596521 -0.3 0.1 0.0 0.00
C 1.141596 -0.780062 5.147346 -0.4 -0.2 0.5 0.00
H -1.256156 1.037887 3.369327 0.2 -0.1 0.2 0.00
P 1.431376 0.488089 2.544997 -1.2 0.1 -0.8 0.00
C -4.676805 -1.767644 2.310097 0.3 -0.1 -0.1 0.00
H -3.166809 -3.502446 3.824535 0.1 0.0 -0.1 0.00
O 2.475430 1.099344 -1.269203 -0.5 -0.8 1.7 0.01
C -0.777538 0.628060 4.269921 -0.1 -0.3 0.0 0.00
N -3.295513 -2.206497 2.185671 -0.5 -0.3 0.2 0.00
H -3.592876 -4.279891 2.288424 0.1 0.0 0.0 0.00
H 0.924725 3.250638 1.826444 0.0 0.0 0.2 0.00
C 1.716206 1.525320 -2.224757 0.7 0.2 -0.9 0.00
H 3.973053 -0.664906 4.111354 0.0 0.1 -0.3 0.00
H -4.771540 -0.755068 1.904883 0.0 -0.2 0.1 0.00
H -0.474137 1.453455 4.931710 -0.1 -0.2 -0.2 0.00
C 1.792890 -4.307439 -1.641902 0.2 0.0 0.0 0.00
C 0.973246 5.117789 -1.093447 0.2 -0.4 -0.2 0.00
H 3.049870 2.216962 2.587775 -0.3 0.1 0.1 0.00
H 0.286482 -0.070643 -4.736853 0.0 0.0 0.4 0.00
H 2.671472 -1.082496 -0.967106 -0.2 -0.1 -0.1 0.00
H 4.439275 -3.992151 -0.900619 -0.1 0.2 -0.1 0.00
C -0.946784 1.634825 -2.941329 2.0 -1.4 0.4 0.01
C 1.047738 3.717951 -1.120736 -0.1 0.6 0.2 0.00
H 2.355858 5.760074 -4.161607 -0.1 -0.1 0.3 0.00
H -5.354071 -2.439204 1.761927 0.1 0.1 0.1 0.00
H -3.027022 1.382119 -3.407570 0.2 0.0 -0.3 0.00
H 1.418043 6.954089 -2.165947 0.0 -0.3 0.0 0.00
C -2.364683 -1.482374 1.526310 1.8 -0.1 -0.4 0.00
H 1.677321 2.105046 5.346220 0.2 -0.1 -0.2 0.00
H -0.007878 -1.156215 3.373997 0.1 0.3 0.2 0.00
C 1.580448 3.066312 -2.225895 -0.4 -0.6 -0.2 0.00
H 2.306651 1.276957 -3.133010 -0.9 0.1 -1.2 0.00
C 4.107910 -0.450116 3.041676 0.2 -0.3 -0.2 0.00
C 0.404969 -0.280690 3.909460 0.6 0.0 -0.4 0.00
H 1.644282 4.180092 3.157575 -0.1 0.0 0.0 0.00
H 2.300471 -2.503919 3.341883 0.0 0.0 -0.2 0.00
C 1.172591 3.227164 2.890366 0.2 0.1 0.0 0.00
H 3.043260 -0.446301 1.170119 0.0 -0.2 0.4 0.00
C 2.141796 2.083782 3.204250 0.3 -0.7 0.1 0.00
H 4.887393 -1.130524 2.669341 0.1 0.1 0.1 0.00
C 1.998060 -1.958138 -1.052618 -1.8 0.8 0.6 0.00
O -1.171765 -1.796013 1.419578 -1.9 0.3 0.3 0.00
H 4.477569 0.577202 2.924598 -0.1 -0.3 0.1 0.00
H 2.122341 -4.800687 -2.564941 -0.1 0.1 0.1 0.00
H 1.398924 -2.291596 1.815540 0.1 0.0 0.1 0.00
C 2.370452 -2.153882 2.306020 0.0 0.0 -0.2 0.00
H 0.738168 -4.031916 -1.710503 0.2 0.0 0.1 0.00
H -1.930369 0.378249 -4.407327 -0.2 0.6 0.3 0.00
H 4.502713 -2.270209 -1.404131 -0.1 -0.3 -0.1 0.00
H 0.239220 3.134484 3.459175 0.2 0.0 -0.1 0.00
H -4.980511 -1.766931 3.366722 0.1 0.1 -0.2 0.00
H 1.935540 -5.020247 -0.815491 -0.1 0.1 -0.1 0.00
H 1.458648 -0.724263 -3.573315 -0.3 0.1 0.1 0.00
C 2.047595 3.800010 -3.316272 -0.2 0.3 0.2 0.00
H -1.910902 -3.714682 2.556761 -0.2 0.1 0.0 0.00
Fe -1.325271 0.208258 -1.463746 0.8 -0.3 1.7 3.64

=====

[2]
17
Properties=species:S:1:pos:R:3:forces:R:3:mulliken_charge:R:1 method="wB97M-V/def2-TZVPD" homo_ev=-8.90 gap_ev=4.16 spin_multiplicity=1
C -1.190359 1.338694 -0.165524 -2.2 0.5 -1.9 0.03
H -0.562815 -1.576524 0.409733 -0.1 -0.4 0.2 0.46
H -0.951616 2.358056 -0.557352 -1.0 -0.4 0.2 0.34
H -0.553925 -0.408774 -1.412303 0.5 0.6 -1.0 0.33
N -2.205750 0.972295 0.668941 5.4 1.8 -3.3 -0.50
H 0.895159 -0.830519 0.625770 1.2 -0.3 1.7 0.51
C -1.122003 0.381045 1.444475 1.2 -3.9 2.5 -0.64
C -0.119843 -0.567897 0.540556 -3.3 0.2 1.2 -0.90
O 1.941322 1.108007 0.278526 -1.5 -0.5 -3.2 -0.47
H 1.330014 1.601496 -1.708212 0.2 -0.7 1.0 0.36
C -0.151000 0.252819 -0.648891 -1.2 0.6 0.6 0.30
H -1.601338 -0.175169 2.233138 0.0 -0.3 0.7 0.50
O 0.839379 -2.756513 -0.345176 0.1 1.9 1.0 -0.62
C 1.350511 0.770961 -0.921351 1.2 2.3 0.9 -0.49
H -0.450178 1.100550 1.942706 0.2 0.1 -0.1 0.24
H 0.714900 -3.449624 -0.959241 -0.3 -1.5 -1.2 0.22
H 1.837544 -0.118904 -1.425797 -0.5 -0.1 0.7 0.32

=====

[3]
8
Properties=species:S:1:pos:R:3:forces:R:3:mulliken_charge:R:1 method="wB97M-V/def2-TZVPD" homo_ev=-10.95 gap_ev=11.15 spin_multiplicity=1
C 2.388999 0.770881 0.107082 1.4 -2.0 -0.8 0.49
N 3.322872 -0.225804 0.566410 1.6 -1.3 1.3 -0.02
O 2.841851 1.598994 -0.603805 -0.1 1.5 -0.4 -0.41
C 4.317108 -0.845172 0.830885 -2.6 1.5 -0.6 -0.07
H -0.924975 0.248845 -0.211411 1.8 -0.3 0.4 0.25
H 0.610726 -0.457025 -1.272987 -1.4 1.1 1.5 0.20
N 1.075743 0.599955 0.402081 0.5 1.6 2.7 -0.30
C 0.208471 0.127943 -0.321720 -1.2 -2.1 -3.9 -0.15

=====

Going through the records in order, we get energy relative to the best compared isomer or geometry (same formula, charge and spin) values of 0.00; 1222.63; 140.81 kJ/mol.